--- one ---
# C3H13NO3

3 unconnected molecules or ions with the total composition C3H13NO3 (the ωB97M-V functional and the def2-TZVPD basis, the OMol25 dataset).

## Properties
2S+1	1
E_LUMO	0.6	eV
total charge	0
SMILES	CNCCO.O.O

Atoms and positions in Å:
O1 1.48741 5.14010 -0.84587
N1 -0.53354 -0.53779 -0.44955
H1 -1.09035 -3.29324 1.39420
H2 -1.56721 -2.34092 -0.75699
H3 2.35878 0.22830 1.35402
H4 -0.32830 0.46998 -2.26912
O2 2.79648 0.18997 0.56464
H5 2.19966 0.25543 -0.10230
C1 -0.37892 -2.47614 1.12417
H6 -0.80198 -1.00168 2.49599
H7 -2.08091 -1.55766 0.64364
C2 -1.18966 0.01229 -1.65318
H8 -1.55898 -0.87083 -2.33586
O3 -0.12713 -1.63004 2.20093
C3 -1.24198 -1.67575 0.04389
H9 1.69539 6.11845 -0.53613
H10 -0.46924 0.17422 0.28943
H11 0.58181 -2.87840 0.77511
H12 2.26161 4.84087 -0.48393
H13 -2.01294 0.83284 -1.45311



--- two ---
# C3H13NO3

3 unconnected molecules or ions with the total composition C3H13NO3 (the ωB97M-V functional and the def2-TZVPD basis, the OMol25 dataset).

## Properties
2S+1	1
E_LUMO	0.7	eV
total charge	0
SMILES	CCNCO.O.O

Atoms and positions in Å:
H1 1.70412 -1.14327 -1.49343
H2 -1.00485 1.77572 1.07511
C1 -1.52269 1.55456 0.13790
H3 1.21900 0.50131 -2.90751
H4 -0.40585 0.17916 -2.30628
H5 -2.55033 1.89097 0.28595
O1 -0.91547 -5.69787 3.14146
H6 -0.79901 3.30279 -0.95167
C2 -0.80763 2.22053 -1.04806
H7 2.32905 0.32375 2.20325
H8 2.14799 -0.20629 0.78128
O2 2.10793 -0.45720 1.71024
H9 1.11836 1.84923 -0.50148
N1 0.55716 1.77852 -1.34435
H10 -1.48529 2.02104 -1.88152
O3 1.16721 -0.45960 -1.11540
H11 -0.76142 -5.09540 3.89600
H12 -1.12719 -5.31030 2.30402
C3 0.59205 0.50442 -2.01718
H13 -1.56315 0.46793 0.03166



Here are the energies relative to the best structure, in kcal/mol: one 30.2; two 0.0.



--- one ---
# C3H11N2

2 unconnected molecules or ions with the total composition C3H11N2 (the ωB97M-V functional and the def2-TZVPD basis, the OMol25 dataset).

## Properties
2S+1	2
expectation value of S²	0.753
E_LUMO (spin up / spin down)	-7.3 / -14.9	eV
total charge	+2

Atoms and positions in Å:
C1 -2.28963 -0.21606 -0.17211
H1 3.65333 0.83352 -0.95327
H2 -1.75635 1.20959 1.10968
H3 3.12047 -0.58516 1.07602
N1 -1.54349 0.27517 0.79198
H4 -0.71430 -0.19747 1.11116
C2 2.90755 1.11972 -0.19154
N2 -2.06439 -1.24336 -0.95190
H5 -3.19350 0.34909 -0.38402
H6 2.15572 1.84429 -0.58656
H7 3.50865 1.88465 0.47730
H8 1.55161 0.12808 1.19301
H9 -2.43174 -1.22378 -1.89537
C3 2.36635 -0.02451 0.47448
H10 -1.35143 -1.93990 -0.77331
H11 1.91482 -0.77020 -0.24196



--- two ---
# C3H11N2

2 unconnected molecules or ions with the total composition C3H11N2 (the ωB97M-V functional and the def2-TZVPD basis, the OMol25 dataset).

## Properties
2S+1	2
expectation value of S²	0.758
E_LUMO (spin up / spin down)	-10.4 / -14.7	eV
total charge	+2

Atoms and positions in Å:
N1 -1.85488 0.09368 0.14234
C1 1.55109 -0.37002 -0.07983
C2 -2.53423 -0.57494 -0.66592
N2 0.78261 -0.12909 1.21366
H1 -0.22929 0.02661 0.96015
C3 1.70891 0.90369 -0.87398
H2 -2.23549 -0.79122 -1.70478
H3 1.14934 0.72423 1.64818
H4 0.70896 1.31899 -1.08052
H5 1.17631 -1.20115 -0.67786
H6 0.89398 -0.88203 1.89833
H7 2.22645 0.69663 -1.80874
H8 2.28489 1.63670 -0.30464
H9 2.50061 -0.71274 0.35300
H10 -2.35135 0.46858 0.97723
H11 -3.53604 -0.89742 -0.29767



Here are the energies relative to the best structure, in kcal/mol: one 0.0; two 7.0.



--- one ---
# C3H12N2O3

3 unconnected molecules or ions with the total composition C3H12N2O3 (the ωB97M-V functional and the def2-TZVPD basis, the OMol25 dataset).

## Properties
2S+1	1
E_LUMO	0.5	eV
total charge	0
SMILES	NCCNC=O.O.O

Atoms and positions in Å:
H1 1.70730 -0.72030 -1.56442
H2 -3.27628 0.61116 0.94872
H3 0.45370 0.18873 -2.15754
O1 2.48538 1.69195 1.38638
H4 -1.16994 -0.63788 -0.91399
O2 -0.63199 1.17484 2.42171
H5 -0.09933 -3.15350 -0.34070
N1 -0.11725 -2.43801 -1.05113
C1 2.16160 0.78474 0.65403
H6 -0.22823 -1.04300 0.52473
H7 -1.04975 1.31870 1.56537
H8 2.55616 -0.24475 0.72385
H9 0.91184 1.84426 -0.49232
C2 -0.23627 -1.06683 -0.56315
H10 -3.34230 0.68143 -0.60314
H11 -0.08989 1.95830 2.57345
O3 -2.82031 0.92338 0.16243
H12 0.63704 -2.62284 -1.68204
N2 1.30745 0.92217 -0.38882
C3 0.84107 -0.17254 -1.20343



--- two ---
# C3H12N2O3

3 unconnected molecules or ions with the total composition C3H12N2O3 (the ωB97M-V functional and the def2-TZVPD basis, the OMol25 dataset).

## Properties
2S+1	1
E_LUMO	0.7	eV
total charge	0
SMILES	CNC(=O)CN.O.O

Atoms and positions in Å:
H1 -0.90755 -0.84990 -1.59551
C1 -0.46816 -0.81891 -0.57531
O1 1.56204 -3.24847 -2.43937
N1 0.11153 1.61406 -0.80293
N2 -1.59261 -0.69489 0.41844
H2 -1.40281 -0.88943 1.34195
H3 -0.87552 1.76919 -0.94342
H4 -2.37233 -1.13778 0.17320
H5 1.85901 2.87068 -0.96165
H6 -1.40657 0.26927 3.94471
O2 1.66444 0.19186 0.07962
H7 -0.34048 -0.84487 3.47037
C2 0.91558 2.83288 -0.36216
H8 1.09135 2.79630 0.76300
C3 0.51581 0.34464 -0.28848
H9 0.24917 3.63679 -0.20526
H10 1.65436 -2.35015 -2.39139
H11 0.67029 -3.46739 -2.53528
H12 0.17580 -1.66962 -0.42690
O3 -1.10335 -0.35423 3.33638



Here are the energies relative to the best structure, in kcal/mol: one 0.0; two 25.9.